C31H45LuO3 | ωB97M-V with the def2-TZVPD basis set

The geometry in XYZ format:
```
80
Properties=species:S:1:pos:R:3:forces:R:3
O 2.6508 -1.4003 -1.4031 1.628 -2.861 -0.803
C 2.3160 -2.8284 -1.4961 -1.686 -0.745 1.006
C 3.4819 -3.3432 -2.2604 -0.155 -0.354 0.163
H 1.3958 -2.9786 -2.0814 0.104 0.105 0.622
H 2.2652 -3.2441 -0.4797 -0.124 -0.043 -0.473
C 3.8734 -1.8715 -2.1892 1.095 0.462 -0.805
H 3.1341 -3.7145 -3.2495 0.837 0.210 0.647
H 4.1020 -4.0749 -1.7102 -0.206 0.501 -0.453
C 3.8741 -1.3863 -3.6158 -0.100 0.672 -0.492
H 2.9789 -1.7568 -4.1427 0.306 0.150 0.210
H 4.7457 -1.8108 -4.1304 -0.133 0.072 0.157
H 3.8866 -0.3044 -3.7349 0.145 0.117 0.110
C 5.1274 -1.6476 -1.3832 0.103 0.318 -0.035
H 5.0236 -2.1245 -0.4069 0.015 0.017 -0.016
H 5.3146 -0.5844 -1.2230 0.035 0.015 -0.020
H 5.9932 -2.0919 -1.8938 -0.242 0.129 0.072
Lu 0.8719 0.4678 -0.0973 -2.155 -0.172 0.774
C 1.6801 1.9478 1.6928 0.231 -0.945 0.533
C 0.7468 1.0728 2.3367 1.079 0.345 1.065
C 1.3125 -0.2272 2.3789 -0.027 0.349 -0.505
H -0.2340 1.3571 2.7233 0.642 -0.085 0.054
C 2.4992 -0.2058 1.5858 0.973 0.680 0.523
C 2.7791 1.1612 1.2304 -0.324 -0.718 1.136
H 3.7073 1.5325 0.8186 -0.231 -0.087 -0.289
H 1.5816 3.0179 1.5993 0.001 -0.121 -0.020
H 1.0012 -1.0450 3.0317 -0.300 0.093 -0.729
H 3.1010 -1.0620 1.2803 -0.010 0.266 0.422
C 0.2297 2.2648 -1.6614 0.581 0.552 -0.898
C 1.6008 2.4314 -1.3058 -0.547 0.544 -0.790
C 2.3300 1.3251 -1.8284 0.442 0.195 -0.524
H 1.9963 3.2929 -0.7688 -0.062 -0.400 -0.169
C 1.4008 0.5075 -2.5156 -0.178 -0.009 -1.390
C 0.1071 1.0598 -2.4057 0.174 0.399 -0.155
H -0.8044 0.6319 -2.8363 0.464 0.327 0.178
H -0.5562 3.0049 -1.5574 0.099 -0.300 0.490
H 3.4084 1.1173 -1.6928 -0.921 0.259 -0.169
H 1.6068 -0.3543 -3.1591 -0.086 0.477 0.715
O -0.3436 -4.3390 -0.9939 0.349 0.825 1.663
C -0.2076 -3.1828 -0.1528 -0.565 2.102 -0.267
C -0.3075 -3.5260 1.3334 -0.437 0.087 -0.217
H -0.9421 -2.3689 -0.4114 -0.268 -1.068 0.041
H 0.7170 -2.6424 -0.3590 -0.395 -0.500 0.290
C -1.0867 -4.8561 1.3016 -0.278 -0.605 -0.081
H -0.8995 -2.7357 1.8286 0.432 -0.345 -0.023
H 0.6977 -3.5697 1.8122 -0.728 -0.267 -0.297
C -0.8808 -5.3812 -0.1612 -0.068 -0.515 0.199
H -2.1847 -4.7403 1.4460 0.829 0.250 0.195
H -0.7054 -5.5647 2.0860 -0.441 0.497 -0.914
H -1.8022 -5.7019 -0.6745 0.185 -0.064 0.570
H -0.1850 -6.2255 -0.1183 0.025 0.088 -0.360
C -4.5286 -1.1742 0.8978 -0.023 -0.061 0.033
C -3.3438 -0.3314 0.4272 0.112 -0.020 0.583
C -3.2644 -0.3677 -1.0975 0.054 0.085 -0.214
C -3.3681 1.1014 0.9701 0.181 0.187 0.012
C -4.5250 1.7128 1.4641 0.221 -0.587 -0.622
C -4.5581 3.0394 1.8482 -0.136 0.845 0.143
C -3.3940 3.7895 1.7873 0.231 -0.503 -0.544
C -2.1906 3.2232 1.3188 -0.426 -0.122 0.309
C -0.9995 4.1611 1.3181 0.032 -0.124 0.040
C -1.2573 5.3920 0.4527 0.053 0.195 -0.360
C -0.7090 4.6406 2.7434 0.213 -0.093 0.222
C -2.1451 1.8444 0.9291 -0.456 0.218 0.228
O -1.0375 1.2165 0.5711 -0.196 -0.161 -0.796
H -5.4364 -0.8455 0.3821 -0.058 -0.094 0.205
H -4.6723 -1.1088 1.9817 -0.054 0.104 -0.170
H -4.3823 -2.2358 0.6645 0.037 0.165 -0.123
H -2.4315 -0.8225 0.8078 -0.114 0.273 0.007
H -4.1933 0.0227 -1.5305 0.129 -0.050 0.014
H -2.4309 0.2323 -1.4786 -0.190 -0.058 0.171
H -3.1273 -1.3994 -1.4479 -0.073 0.121 0.009
H -5.4501 1.1537 1.4821 -0.042 -0.117 0.027
H -5.4979 3.5349 2.1229 0.377 -0.405 0.056
H -3.4114 4.8541 2.0509 -0.041 -0.515 -0.054
H -0.1377 3.6168 0.9253 -0.134 0.100 -0.022
H -2.0590 6.0082 0.8836 0.199 -0.136 -0.152
H -0.3582 6.0188 0.3874 -0.133 -0.084 0.028
H -1.5561 5.1200 -0.5663 0.032 0.036 0.139
H -0.5661 3.7934 3.4249 -0.048 0.167 -0.062
H 0.1913 5.2684 2.7897 -0.150 -0.079 -0.061
H -1.5582 5.2395 3.1044 0.298 -0.185 0.013
```
Positions in Å, forces in eV/Å.

Computed properties:
Net charge ... 0
E_tot ... -2669.42139 Ha